Model w:
C3H5N3O in the gas phase, computed with the ωB97M-V functional and the def2-TZVPD basis.

Last columns: bonded neighbours and bond lengths (Å).
Positions of all 12 atoms, in Å:
1 N 0.295 1.858 -0.143  C2 1.403, H8 1.012, H9 1.013
2 C 0.436 0.466 -0.042  N1 1.403, C3 1.361, C6 1.425
3 C 1.555 -0.308 -0.081  C2 1.361, O4 1.340, H10 1.073
4 O 1.272 -1.618 -0.051  C3 1.340, N5 1.349
5 N -0.072 -1.733 -0.020  O4 1.349, C6 1.317
6 C -0.581 -0.523 0.087  C2 1.425, N5 1.317, N7 1.378
7 N -1.854 -0.680 0.591  C6 1.378, H11 1.020, H12 1.077
8 H -0.465 2.203 0.429  N1 1.012
9 H 1.146 2.352 0.099  N1 1.013
10 H 2.604 -0.085 -0.114  C3 1.073
11 H -2.621 -0.160 0.164  N7 1.020
12 H -1.695 -1.745 0.566  N7 1.077

As for the HOMO-LUMO gap: 9.43 eV. The LUMO energy is 0.841 eV. The SMILES is Nc1conc1N. Its spin multiplicity is 1. The net charge is 0.

natural (NBO) charges, unit e, in atom order:
1. N -0.80
2. C 0.01
3. C 0.07
4. O -0.26
5. N -0.22
6. C 0.27
7. N -0.83
8. H 0.38
9. H 0.38
10. H 0.20
11. H 0.38
12. H 0.42

Model x:
C3H5N3O in the gas phase, computed with the ωB97M-V functional and the def2-TZVPD basis.

Last columns: bonded neighbours and bond lengths (Å).
Positions of all 12 atoms, in Å:
1 N 0.612 -0.747 -1.380  C2 1.424, H8 1.014, H9 1.014
2 C -0.291 -0.089 -0.498  N1 1.424, C3 1.445, C6 1.362
3 C -1.561 0.533 -0.798  C2 1.445, O4 1.222, H10 1.111
4 O -2.255 1.071 0.052  C3 1.222
5 N -0.334 0.428 2.015  C6 1.284, N7 1.527
6 C -0.027 0.029 0.833  C2 1.362, N5 1.284, N7 1.434
7 N 0.980 -0.319 1.793  N5 1.527, C6 1.434, H11 1.014, H12 1.014
8 H 0.194 -1.558 -1.820  N1 1.014
9 H 0.943 -0.133 -2.116  N1 1.014
10 H -1.886 0.502 -1.859  C3 1.111
11 H 1.837 0.220 1.843  N7 1.014
12 H 1.035 -1.265 2.152  N7 1.014

As for the HOMO-LUMO gap: 8.53 eV. The LUMO energy is 0.407 eV. The SMILES is N/C(=C/[O-])C1=N[NH2+]1. Its spin multiplicity is 1. The net charge is 0.

natural (NBO) charges, unit e, in atom order:
1. N -0.83
2. C -0.21
3. C 0.37
4. O -0.58
5. N -0.26
6. C 0.37
7. N -0.49
8. H 0.36
9. H 0.36
10. H 0.11
11. H 0.40
12. H 0.40

Most stable: model w. Least stable: model x.

Model w:
C3H5N3O in the gas phase, computed with the ωB97M-V functional and the def2-TZVPD basis.

Last columns: bonded neighbours and bond lengths (Å).
Positions of all 12 atoms, in Å:
1 C -0.040 0.133 -0.440  C2 1.375, N9 1.400, N11 1.415
2 C -1.198 0.831 -0.185  C1 1.375, H6 1.106, N10 1.343
3 C -0.406 0.253 1.777  H7 1.056, N10 1.348, N11 1.401
4 H 1.155 0.255 -2.167  N9 1.028
5 H -0.011 -0.874 -2.170  N9 0.979
6 H -1.926 1.397 -0.795  C2 1.106
7 H -0.215 0.270 2.816  C3 1.056
8 H 1.425 -1.539 -0.055  O12 1.074
9 N 0.590 -0.374 -1.582  C1 1.400, H4 1.028, H5 0.979
10 N -1.316 1.016 1.140  C2 1.343, C3 1.348
11 N 0.378 -0.386 0.808  C1 1.415, C3 1.401, O12 1.327
12 O 1.563 -0.982 0.852  H8 1.074, N11 1.327

As for the HOMO-LUMO gap: 9.39 eV. The LUMO energy is 0.647 eV. The SMILES is Nc1cncn1O. Its spin multiplicity is 1. The net charge is 0.

natural (NBO) charges, unit e, in atom order:
1. C 0.17
2. C -0.10
3. C 0.12
4. H 0.39
5. H 0.38
6. H 0.22
7. H 0.21
8. H 0.49
9. N -0.87
10. N -0.45
11. N -0.06
12. O -0.50

Model x:
C3H5N3O in the gas phase, computed with the ωB97M-V functional and the def2-TZVPD basis.

Last columns: bonded neighbours and bond lengths (Å).
Positions of all 12 atoms, in Å:
1 O -2.122 1.056 0.438  C2 1.416, H8 0.966
2 C -1.666 -0.211 -0.001  O1 1.416, C3 1.499, H9 1.100, H10 1.092
3 C -0.176 -0.233 -0.156  C2 1.499, N4 1.322, N7 1.363
4 N 0.411 0.381 -1.170  C3 1.322, N5 1.345
5 N 1.715 0.213 -0.890  N4 1.345, C6 1.344, H11 1.007
6 C 1.862 -0.485 0.250  N5 1.344, N7 1.314, H12 1.082
7 N 0.683 -0.783 0.748  C3 1.363, C6 1.314
8 H -1.722 1.711 -0.148  O1 0.966
9 H -2.138 -0.496 -0.953  C2 1.100
10 H -1.958 -0.935 0.762  C2 1.092
11 H 2.417 0.576 -1.515  N5 1.007
12 H 2.826 -0.745 0.668  C6 1.082

As for the HOMO-LUMO gap: 10.99 eV. The LUMO energy is 0.836 eV. The SMILES is OCc1nc[nH]n1. Its spin multiplicity is 1. The net charge is 0.

natural (NBO) charges, unit e, in atom order:
1. O -0.70
2. C -0.10
3. C 0.26
4. N -0.29
5. N -0.35
6. C 0.18
7. N -0.47
8. H 0.47
9. H 0.18
10. H 0.20
11. H 0.42
12. H 0.21

Most stable: model x. Least stable: model w.

Model w:
C3H5N3O in the gas phase, computed with the ωB97M-V functional and the def2-TZVPD basis.

Last columns: bonded neighbours and bond lengths (Å).
Positions of all 12 atoms, in Å:
1 N -1.439 1.676 -0.047  C2 1.399, H8 1.012, H9 1.011
2 C -0.553 0.602 0.085  N1 1.399, C3 1.367, N7 1.381
3 C -0.344 -0.239 1.143  C2 1.367, N4 1.407, H10 1.079
4 N 0.708 -1.080 0.736  C3 1.407, C5 1.335, H11 1.007
5 C 1.040 -0.690 -0.497  N4 1.335, O6 1.338, N7 1.311
6 O 2.007 -1.254 -1.229  C5 1.338, H12 1.017
7 N 0.320 0.310 -0.944  C2 1.381, C5 1.311
8 H -1.606 1.885 -1.023  N1 1.012
9 H -2.318 1.535 0.433  N1 1.011
10 H -0.798 -0.325 2.118  C3 1.079
11 H 1.136 -1.827 1.258  N4 1.007
12 H 1.870 -0.637 -2.025  O6 1.017

As for the HOMO-LUMO gap: 8.49 eV. The LUMO energy is 0.876 eV. The SMILES is Nc1c[nH]c(O)n1. Its spin multiplicity is 1. The net charge is 0.

natural (NBO) charges, unit e, in atom order:
1. N -0.81
2. C 0.28
3. C -0.22
4. N -0.55
5. C 0.63
6. O -0.65
7. N -0.58
8. H 0.38
9. H 0.37
10. H 0.21
11. H 0.42
12. H 0.51

Model x:
C3H5N3O in the gas phase, computed with the ωB97M-V functional and the def2-TZVPD basis.

Last columns: bonded neighbours and bond lengths (Å).
Positions of all 12 atoms, in Å:
1 N -1.903 -0.823 -0.201  C2 1.367, H8 1.010, H9 1.013
2 C -0.665 -0.255 -0.092  N1 1.367, C3 1.495, N7 1.305
3 C -0.082 0.868 -0.889  C2 1.495, N4 1.468, H10 1.095, H11 1.106
4 N 1.160 1.201 -0.181  C3 1.468, C5 1.283
5 C 1.304 0.174 0.575  N4 1.283, O6 1.339, N7 1.394
6 O 2.468 -0.083 1.183  C5 1.339, H12 0.964
7 N 0.233 -0.702 0.742  C2 1.305, C5 1.394
8 H -2.679 -0.255 -0.507  N1 1.010
9 H -2.131 -1.442 0.567  N1 1.013
10 H -0.714 1.658 -1.309  C3 1.095
11 H 0.668 0.521 -1.624  C3 1.106
12 H 2.341 -0.861 1.738  O6 0.964

As for the HOMO-LUMO gap: 9.62 eV. The LUMO energy is 0.785 eV. The SMILES is NC1=NC(O)=NC1. Its spin multiplicity is 1. The net charge is 0.

natural (NBO) charges, unit e, in atom order:
1. N -0.78
2. C 0.44
3. C -0.37
4. N -0.49
5. C 0.61
6. O -0.65
7. N -0.57
8. H 0.39
9. H 0.40
10. H 0.22
11. H 0.30
12. H 0.49

Most stable: model w. Least stable: model x.